# 1
Density functional theory data (ωB97M-V with the def2-TZVPD basis set) for a molecular structure, C24H55BN4NbO6 in a non-equilibrium geometry.

Cartesian coordinates (Å):
1 N -3.837 5.084 1.601
2 C -4.444 3.781 1.990
3 C -3.342 2.754 2.420
4 C -3.207 1.523 1.466
5 C -1.951 1.579 0.521
6 Nb -2.607 2.461 -1.518
7 C -0.825 1.527 -2.610
8 O -0.632 1.839 -4.043
9 N -0.718 3.163 -4.329
10 O -1.258 3.324 -5.369
11 C -3.827 0.554 -1.814
12 B -5.194 0.745 -2.639
13 O -5.724 -0.411 -3.298
14 O -5.912 1.941 -2.752
15 H -4.303 5.451 0.783
16 H -2.866 4.891 1.388
17 H -5.112 4.009 2.852
18 H -5.086 3.399 1.177
19 H -3.679 2.360 3.404
20 H -2.385 3.272 2.612
21 H -4.147 1.410 0.896
22 H -3.105 0.614 2.102
23 H -1.096 2.127 0.952
24 H -1.610 0.541 0.289
25 H -1.592 3.930 -1.132
26 H -3.208 3.205 -3.094
27 H -4.074 3.268 -0.745
28 H 0.133 1.768 -2.096
29 H -0.981 0.430 -2.582
30 H -3.188 -0.141 -2.416
31 H -3.993 0.024 -0.849
32 H -4.938 -0.888 -3.562
33 H -5.916 2.423 -1.924
34 C 2.204 -1.678 -4.944
35 C 2.438 -1.951 -3.438
36 C 3.539 -3.009 -3.228
37 C 3.083 -4.444 -3.454
38 C 1.841 -4.733 -2.618
39 C 0.707 -3.738 -2.899
40 N 1.152 -2.321 -2.791
41 O 1.248 -2.033 -1.516
42 C 0.132 -4.033 -4.301
43 C -0.464 -4.034 -1.949
44 C 3.006 -0.619 -2.915
45 H 1.381 -2.235 -5.382
46 H 1.956 -0.629 -5.116
47 H 3.096 -1.906 -5.530
48 H 3.918 -2.936 -2.202
49 H 4.390 -2.791 -3.877
50 H 2.898 -4.624 -4.517
51 H 3.884 -5.130 -3.164
52 H 1.498 -5.752 -2.816
53 H 2.112 -4.701 -1.558
54 H -0.599 -3.277 -4.592
55 H -0.377 -4.998 -4.308
56 H 0.892 -4.102 -5.078
57 H -0.170 -3.996 -0.899
58 H -0.853 -5.038 -2.128
59 H -1.281 -3.328 -2.103
60 H 2.257 0.174 -2.957
61 H 3.854 -0.312 -3.530
62 H 3.365 -0.693 -1.888
63 C 3.645 1.841 4.119
64 C 2.097 1.866 4.149
65 C 1.563 1.521 5.553
66 C 1.581 0.036 5.887
67 C 0.870 -0.750 4.791
68 C 1.467 -0.484 3.403
69 N 1.562 0.969 3.091
70 O 0.355 1.384 2.786
71 C 2.852 -1.160 3.328
72 C 0.631 -1.230 2.349
73 C 1.753 3.346 3.905
74 H 4.075 0.910 3.762
75 H 4.034 2.607 3.445
76 H 4.063 2.032 5.110
77 H 0.528 1.870 5.640
78 H 2.128 2.071 6.310
79 H 2.609 -0.314 6.024
80 H 1.074 -0.129 6.841
81 H 0.921 -1.819 5.018
82 H -0.192 -0.486 4.798
83 H 3.365 -0.901 2.399
84 H 2.747 -2.246 3.349
85 H 3.503 -0.916 4.167
86 H -0.422 -0.949 2.375
87 H 0.673 -2.307 2.526
88 H 1.011 -1.044 1.342
89 H 2.031 3.656 2.896
90 H 2.301 3.975 4.611
91 H 0.693 3.558 4.044

Properties
Highest occupied orbital energy (alpha / beta) = -4.5 / -4.5 eV
Net charge = -1
2S+1 = 3
Strongest force on any atom = 3.09 eV/A
E_LUMO (alpha / beta) = 2.148 / 1.909 eV
Gap between HOMO and LUMO (alpha / beta) = 6.60 / 6.36 eV

---

# 2
Density functional theory data (ωB97M-V with the def2-TZVPD basis set) for 4 unconnected molecules or ions with the total composition C24H55Cl2NO9P in a non-equilibrium geometry.

Cartesian coordinates (Å):
1 C 2.700 -8.381 0.890
2 C 1.601 -8.643 0.479
3 C 0.236 -8.785 -0.078
4 P -1.028 -8.692 1.386
5 N -2.224 -9.771 0.535
6 C -1.894 -7.051 0.773
7 Cl -2.520 -7.068 -0.954
8 C -1.178 -5.717 1.066
9 C 0.118 -5.452 0.289
10 Cl -0.958 -5.428 2.847
11 H 3.504 -8.177 1.553
12 H 0.229 -9.787 -0.526
13 H 0.161 -8.013 -0.852
14 H -1.924 -8.705 2.539
15 H -0.420 -9.915 1.917
16 H -0.036 -7.956 2.156
17 H -1.979 -9.909 -0.437
18 H -3.169 -9.424 0.639
19 H -2.819 -6.991 1.359
20 H -1.884 -4.934 0.764
21 H 0.248 -4.360 0.245
22 H 0.957 -5.823 0.883
23 H 0.112 -5.805 -0.741
24 C 1.406 2.809 -1.000
25 O 0.572 1.844 -1.603
26 C 1.265 0.667 -1.993
27 C 0.431 -0.577 -1.750
28 O 0.295 -0.948 -0.386
29 C -0.491 -0.110 0.451
30 C -1.975 -0.119 0.142
31 O -2.250 0.604 -1.051
32 C -3.249 0.005 -1.849
33 H 2.024 3.303 -1.758
34 H 0.768 3.552 -0.521
35 H 2.046 2.362 -0.232
36 H 2.212 0.572 -1.450
37 H 1.479 0.749 -3.067
38 H 0.955 -1.414 -2.218
39 H -0.541 -0.508 -2.239
40 H -0.092 0.905 0.479
41 H -0.365 -0.520 1.457
42 H -2.519 0.370 0.960
43 H -2.319 -1.155 0.065
44 H -3.061 -1.065 -1.988
45 H -3.244 0.488 -2.825
46 H -4.232 0.144 -1.384
47 C 9.147 3.978 1.697
48 O 8.105 3.053 1.480
49 C 6.846 3.498 1.961
50 C 5.721 3.089 1.029
51 O 5.672 3.819 -0.195
52 C 6.713 3.579 -1.134
53 C 6.691 2.204 -1.774
54 O 7.116 1.203 -0.866
55 C 6.386 -0.002 -0.972
56 H 9.443 3.986 2.752
57 H 9.999 3.668 1.092
58 H 8.855 4.988 1.388
59 H 6.834 4.586 2.081
60 H 6.682 3.032 2.941
61 H 4.780 3.318 1.536
62 H 5.719 2.015 0.844
63 H 7.689 3.805 -0.703
64 H 6.548 4.311 -1.930
65 H 7.382 2.196 -2.627
66 H 5.679 1.996 -2.140
67 H 5.306 0.184 -0.978
68 H 6.627 -0.621 -0.110
69 H 6.666 -0.538 -1.885
70 C -7.232 7.106 0.034
71 O -6.695 5.973 0.679
72 C -7.674 5.013 1.043
73 C -7.163 3.598 0.846
74 O -7.063 3.182 -0.509
75 C -6.057 3.775 -1.322
76 C -4.636 3.393 -0.958
77 O -4.226 4.038 0.239
78 C -3.443 3.215 1.078
79 H -7.741 7.755 0.755
80 H -6.407 7.656 -0.416
81 H -7.929 6.820 -0.761
82 H -8.591 5.146 0.458
83 H -7.907 5.162 2.105
84 H -7.899 2.924 1.294
85 H -6.226 3.433 1.378
86 H -6.182 4.858 -1.370
87 H -6.248 3.396 -2.330
88 H -3.956 3.716 -1.757
89 H -4.571 2.306 -0.863
90 H -3.905 2.231 1.216
91 H -3.360 3.699 2.050
92 H -2.443 3.091 0.650

Properties
Highest occupied orbital energy = -3.9 eV
Net charge = -1
Strongest force on any atom = 1.90 eV/A
ΔE to the lowest compared entry with this formula, charge and spin = 0.473 eV
E_LUMO = 1.954 eV
Gap between HOMO and LUMO = 5.86 eV

---

# 3
Density functional theory data (ωB97M-V with the def2-TZVPD basis set) for 8 unconnected molecules or ions with the total composition C24H55Cl6N4O8P in a non-equilibrium geometry.

Cartesian coordinates (Å):
1 C -6.557 6.310 3.811
2 C -5.367 6.762 2.955
3 O -4.253 5.858 3.156
4 P -2.786 6.467 3.077
5 O -2.676 7.644 2.219
6 O -1.923 5.234 2.636
7 C -2.244 4.413 1.512
8 C -1.396 3.153 1.558
9 O -2.316 6.585 4.582
10 C -2.204 7.862 5.200
11 C -1.123 8.759 4.625
12 H -6.227 6.239 4.844
13 H -7.326 7.078 3.719
14 H -6.963 5.384 3.413
15 H -5.624 6.754 1.891
16 H -5.119 7.808 3.154
17 H -3.297 4.155 1.451
18 H -1.936 5.015 0.650
19 H -1.600 2.611 0.636
20 H -0.330 3.354 1.617
21 H -1.729 2.549 2.404
22 H -3.144 8.419 5.281
23 H -1.926 7.641 6.232
24 H -0.269 8.157 4.291
25 H -1.405 9.194 3.661
26 H -0.873 9.535 5.341
27 C 5.608 2.045 1.438
28 N 5.182 0.662 1.516
29 C 6.238 -0.328 1.415
30 C 3.922 0.326 1.885
31 O 3.465 -0.805 1.848
32 H 6.246 2.281 2.297
33 H 4.779 2.726 1.300
34 H 6.287 2.131 0.581
35 H 5.914 -1.294 1.787
36 H 6.601 -0.411 0.388
37 H 7.085 -0.031 2.046
38 H 3.304 1.160 2.248
39 C -0.321 -3.921 2.634
40 N 0.900 -4.520 3.092
41 C 2.130 -3.747 2.966
42 C 0.827 -5.570 3.947
43 O -0.196 -6.046 4.358
44 H -0.172 -2.944 2.188
45 H -1.067 -3.877 3.430
46 H -0.782 -4.540 1.854
47 H 2.656 -3.938 2.031
48 H 1.901 -2.692 3.092
49 H 2.800 -4.004 3.790
50 H 1.835 -5.949 4.192
51 C -0.229 -6.206 -1.790
52 N -0.338 -7.045 -2.979
53 C -1.521 -6.891 -3.767
54 C 0.617 -7.941 -3.342
55 O 0.566 -8.661 -4.312
56 H 0.649 -6.534 -1.231
57 H -1.076 -6.423 -1.132
58 H -0.163 -5.154 -2.056
59 H -1.615 -5.889 -4.203
60 H -1.581 -7.614 -4.572
61 H -2.404 -7.030 -3.130
62 H 1.445 -7.955 -2.612
63 C 0.287 -3.343 -4.639
64 N -0.705 -2.848 -5.599
65 C -1.000 -3.740 -6.686
66 C -0.896 -1.508 -5.765
67 O -0.493 -0.640 -4.998
68 H 1.171 -3.617 -5.231
69 H -0.138 -4.263 -4.238
70 H 0.613 -2.681 -3.851
71 H -2.016 -3.556 -7.026
72 H -0.274 -3.640 -7.504
73 H -0.917 -4.784 -6.389
74 H -1.499 -1.295 -6.662
75 Cl 1.528 1.361 -0.250
76 C 0.314 0.086 -0.522
77 C 1.034 -1.217 -0.394
78 Cl 0.007 -2.562 -0.937
79 H -0.121 0.260 -1.502
80 H -0.471 0.164 0.228
81 H 1.276 -1.401 0.651
82 H 1.978 -1.197 -0.926
83 Cl -4.276 1.953 0.105
84 C -3.580 1.654 -1.498
85 C -3.505 0.222 -1.879
86 Cl -5.058 -0.642 -1.625
87 H -2.603 2.142 -1.491
88 H -4.155 2.246 -2.209
89 H -2.798 -0.339 -1.273
90 H -3.205 0.147 -2.916
91 Cl 6.607 -1.684 -1.828
92 C 5.825 -0.305 -2.629
93 C 4.338 -0.272 -2.404
94 Cl 3.499 -1.712 -3.028
95 H 6.098 -0.284 -3.678
96 H 6.183 0.614 -2.158
97 H 3.946 0.535 -3.018
98 H 4.130 -0.164 -1.346

Properties
Highest occupied orbital energy = -9.1 eV
Net charge = 0
Strongest force on any atom = 1.44 eV/A
E_LUMO = 0.278 eV
Gap between HOMO and LUMO = 9.41 eV
SMILES = CCOP(=O)(OCC)OCC.CN(C)C=O.CN(C)C=O.CN(C)C=O.CN(C)C=O.ClCCCl.ClCCCl.ClCCCl

---

# 4
Density functional theory data (ωB97M-V with the def2-TZVPD basis set) for 4 unconnected molecules or ions with the total composition C24H56BF5N6O10PS2.

Cartesian coordinates (Å):
1 C 0.512 -1.020 3.133
2 C 1.438 -0.514 2.014
3 C 0.681 0.019 0.797
4 C 1.567 0.213 -0.432
5 N 2.145 -1.072 -0.876
6 C 2.855 -1.119 -2.163
7 B 3.623 0.233 -2.653
8 N 4.431 0.979 -1.730
9 O 3.453 0.604 -3.976
10 C 1.907 -1.680 -3.258
11 S 0.333 -0.889 -3.686
12 O 0.419 0.519 -3.462
13 O 0.046 -1.419 -4.989
14 C -1.021 -1.611 -2.581
15 F -1.609 -2.574 -3.284
16 F -0.504 -2.136 -1.465
17 C -2.101 -0.560 -2.199
18 F -2.975 -1.144 -1.382
19 F -1.577 0.491 -1.579
20 F -2.723 -0.164 -3.306
21 N 1.708 -3.090 -2.866
22 S 1.522 -4.299 -4.149
23 C 2.757 -3.332 -2.022
24 N 2.867 -4.408 -1.285
25 P 1.696 -5.736 -1.166
26 N 0.209 -5.393 -1.014
27 N 3.722 -2.326 -1.959
28 C 4.821 -2.572 -2.928
29 C 6.206 -2.432 -2.252
30 C 7.279 -2.102 -3.290
31 O 6.174 -1.552 -1.159
32 H -0.517 -0.693 2.993
33 H 0.532 -2.111 3.173
34 H 0.861 -0.674 4.106
35 H 2.069 0.289 2.403
36 H 2.128 -1.317 1.739
37 H -0.187 -0.600 0.565
38 H 0.289 1.007 1.057
39 H 2.357 0.912 -0.138
40 H 0.984 0.649 -1.240
41 H 2.858 -1.316 -0.195
42 H 3.935 1.588 -1.089
43 H 5.110 1.550 -2.226
44 H 4.149 0.368 -4.599
45 H 2.363 -1.657 -4.254
46 H 1.229 -3.397 -5.098
47 H 3.700 -4.439 -0.705
48 H 2.045 -6.490 -2.295
49 H 2.303 -6.408 -0.095
50 H -0.052 -4.414 -1.001
51 H 4.710 -1.940 -3.815
52 H 4.759 -3.602 -3.289
53 H 6.438 -3.408 -1.818
54 H 8.215 -2.600 -3.048
55 H 6.976 -2.410 -4.292
56 H 7.477 -1.028 -3.304
57 H 6.412 -0.660 -1.427
58 C -6.896 2.715 -5.635
59 O -6.159 2.238 -4.523
60 C -4.828 1.868 -4.834
61 C -3.831 2.940 -4.447
62 O -4.000 4.126 -5.200
63 C -4.713 5.141 -4.517
64 H -7.801 3.179 -5.249
65 H -6.331 3.455 -6.206
66 H -7.178 1.890 -6.298
67 H -4.731 1.638 -5.900
68 H -4.607 0.960 -4.271
69 H -2.820 2.568 -4.643
70 H -3.913 3.152 -3.374
71 H -4.090 5.601 -3.742
72 H -5.626 4.755 -4.059
73 H -4.976 5.901 -5.251
74 C -4.619 3.934 2.588
75 O -5.081 2.736 1.991
76 C -4.241 2.243 0.966
77 C -3.362 1.112 1.451
78 O -2.431 1.536 2.434
79 C -2.828 1.227 3.759
80 H -5.201 4.090 3.494
81 H -3.560 3.873 2.849
82 H -4.774 4.788 1.919
83 H -3.622 3.048 0.554
84 H -4.885 1.868 0.163
85 H -2.787 0.724 0.603
86 H -3.983 0.298 1.838
87 H -2.713 0.154 3.951
88 H -3.860 1.515 3.965
89 H -2.170 1.775 4.433
90 C 2.300 -0.460 7.292
91 O 0.970 -0.290 6.835
92 C -0.006 -0.795 7.733
93 C -0.634 0.299 8.568
94 O 0.303 0.907 9.437
95 C 0.792 2.151 8.973
96 H 2.941 0.165 6.671
97 H 2.410 -0.155 8.335
98 H 2.618 -1.503 7.189
99 H 0.434 -1.556 8.385
100 H -0.787 -1.274 7.134
101 H -1.421 -0.142 9.187
102 H -1.097 1.048 7.916
103 H 0.033 2.934 9.079
104 H 1.106 2.097 7.927
105 H 1.651 2.412 9.589

Properties
Highest occupied orbital energy = -10.5 eV
Net charge = +1
Strongest force on any atom = 0.97 eV/A
E_LUMO = -3.941 eV
Gap between HOMO and LUMO = 6.58 eV

---

> Among the records above, which one has the highest net charge?

C24H56BF5N6O10PS2